No. 1
Formula: C35H44N7O2PSSi
Source: OMol25
Level of theory: ωB97M-V/def2-TZVPD

Kohn-Sham gap (eV): 8.718
SMILES: CC(=O)OCC[Si@H](CN)[PH2]=S.c1ccncc1.c1ccncc1.c1ccncc1.c1ccncc1.c1ccncc1.c1ccncc1

The geometry in XYZ format:
```
91
Properties=species:S:1:pos:R:3:forces:R:3:lowdin_charge:R:1
C -3.8426 -2.6500 -0.8316 -0.138 0.030 -0.090 0.0258
C -2.8322 -3.0805 -1.8614 0.189 0.135 0.079 -0.5261
O -3.1124 -3.5257 -2.9355 -0.083 -0.176 0.071 0.1206
O -1.5191 -3.0011 -1.4905 -0.041 -0.034 -0.047 -0.0695
C -1.0707 -1.7600 -0.9099 0.047 0.287 -0.169 -0.2403
C -0.9525 -1.7489 0.6042 -0.026 -0.030 0.084 -0.2784
Si -0.8284 -3.4203 1.4460 0.076 -0.076 -0.055 0.5331
C -0.7491 -3.2113 3.3167 -0.033 0.103 0.217 -0.4110
N -1.5984 -4.0981 4.1301 0.019 -0.231 -0.138 -0.0574
P 1.0791 -4.5314 0.8990 -0.100 -0.168 0.380 0.1826
S 1.4586 -5.8945 2.2649 -0.027 0.043 -0.087 0.0260
H -4.8053 -2.5282 -1.3204 -0.011 -0.010 0.047 0.0940
H -3.9201 -3.4335 -0.0757 0.025 -0.023 -0.029 0.0857
H -3.5657 -1.7292 -0.3226 0.024 0.033 -0.033 0.0659
H -1.7131 -0.9571 -1.2779 0.063 0.067 0.077 0.1230
H -0.0892 -1.5938 -1.3524 -0.015 -0.070 -0.087 0.1066
H -1.7676 -1.1956 1.0834 -0.087 -0.087 -0.057 0.0722
H -0.0473 -1.1986 0.8775 -0.030 0.045 0.128 0.0453
H -1.9049 -4.3716 1.0944 -0.054 0.038 -0.014 -0.0061
H -0.9826 -2.1682 3.5593 0.021 -0.028 -0.011 0.0714
H 0.2790 -3.3799 3.6432 0.038 0.121 -0.038 0.0558
H -2.5244 -4.1952 3.7258 0.038 0.046 0.008 0.0555
H -1.1919 -5.0296 4.1129 -0.032 0.036 0.030 0.0559
H 2.0653 -3.5342 0.7682 0.067 0.001 -0.124 -0.0757
H 0.9960 -5.0089 -0.4197 -0.007 0.108 -0.100 -0.0605
C 4.0349 1.1610 -0.3704 -0.019 -0.048 0.011 -0.0695
C 3.7910 1.6708 0.8957 -0.011 0.016 0.006 -0.0761
C 2.8528 1.0391 1.7005 0.022 0.002 -0.039 -0.1492
N 2.1748 -0.0417 1.3193 -0.022 -0.015 0.043 0.0597
C 2.4307 -0.5254 0.1072 -0.075 0.026 -0.082 -0.1685
C 3.3385 0.0332 -0.7793 0.050 0.042 0.077 -0.0548
H 4.7577 1.6303 -1.0252 0.000 0.001 -0.001 0.1075
H 4.3126 2.5455 1.2608 -0.001 -0.002 -0.005 0.0973
H 2.6369 1.4183 2.6933 -0.005 -0.003 -0.002 0.1071
H 1.8574 -1.4030 -0.1744 0.098 -0.021 -0.084 0.0668
H 3.4941 -0.4071 -1.7547 -0.022 0.008 -0.009 0.1065
C -1.7271 0.2310 -5.0304 0.025 0.002 0.017 -0.0685
C -0.6735 1.0839 -5.3209 0.012 0.008 0.016 -0.0794
C 0.6217 0.5966 -5.2168 -0.018 0.001 -0.002 -0.1792
N 0.9132 -0.6524 -4.8570 0.019 0.007 0.034 0.0544
C -0.1103 -1.4604 -4.5838 0.004 -0.032 0.020 -0.1554
C -1.4406 -1.0716 -4.6541 -0.023 0.015 0.018 -0.0649
H -2.7512 0.5765 -5.0917 0.001 -0.004 -0.016 0.1074
H -0.8452 2.1087 -5.6227 0.002 0.000 0.006 0.1036
H 1.4666 1.2394 -5.4405 0.002 -0.002 0.014 0.1010
H 0.1407 -2.4744 -4.2909 -0.001 -0.001 0.000 0.1076
H -2.2199 -1.7816 -4.4138 -0.001 -0.014 -0.029 0.0878
C 3.8838 6.5767 1.4112 -0.014 -0.007 0.002 -0.0776
C 3.6165 7.0926 2.6689 0.002 0.006 0.003 -0.0720
C 2.6438 6.4793 3.4455 0.018 0.000 -0.020 -0.1538
N 1.9500 5.4150 3.0487 -0.030 -0.013 0.009 0.0541
C 2.2167 4.9308 1.8384 -0.003 -0.061 -0.002 -0.1693
C 3.1676 5.4696 0.9843 0.001 0.022 0.004 -0.0802
H 4.6338 7.0296 0.7757 0.000 0.000 0.001 0.1060
H 4.1483 7.9554 3.0464 -0.001 -0.003 0.000 0.1016
H 2.4118 6.8604 4.4338 -0.004 -0.004 -0.001 0.1035
H 1.6453 4.0579 1.5384 0.005 0.009 -0.030 0.0903
H 3.3347 5.0303 0.0098 0.000 -0.003 0.003 0.1009
C -2.3431 -3.1903 7.4785 -0.023 0.062 0.092 -0.0769
C -1.7917 -2.0162 7.9688 0.018 0.008 -0.021 -0.0770
C -2.1254 -1.6032 9.2502 -0.010 -0.020 -0.010 -0.1639
N -2.9538 -2.2735 10.0478 -0.006 0.003 0.019 0.0463
C -3.4769 -3.4004 9.5699 0.018 0.019 -0.013 -0.1631
C -3.2053 -3.8963 8.3032 -0.011 -0.030 -0.021 -0.0767
H -2.1065 -3.5370 6.4809 0.028 -0.033 -0.053 0.0700
H -1.1092 -1.4278 7.3696 0.000 0.001 0.002 0.0975
H -1.7068 -0.6891 9.6576 -0.002 0.000 0.004 0.0994
H -4.1478 -3.9340 10.2346 0.000 0.002 0.003 0.0998
H -3.6626 -4.8204 7.9746 0.000 0.001 0.001 0.0981
C -2.7793 2.5139 2.8221 -0.039 -0.013 -0.052 -0.0736
C -3.8622 1.7786 2.3634 0.020 -0.019 0.001 -0.0738
C -3.9495 1.5055 1.0054 0.029 -0.037 0.061 -0.1701
N -3.0481 1.9111 0.1138 -0.059 -0.088 -0.081 0.0496
C -2.0225 2.6262 0.5660 0.129 -0.018 -0.028 -0.1588
C -1.8407 2.9512 1.9014 0.028 0.019 0.083 -0.0674
H -2.6706 2.7435 3.8740 -0.002 0.003 0.000 0.1077
H -4.6244 1.4185 3.0412 -0.002 0.004 -0.002 0.1012
H -4.7796 0.9267 0.6135 -0.019 0.021 0.013 0.0995
H -1.3003 2.9462 -0.1778 -0.010 0.014 0.001 0.1024
H -0.9815 3.5313 2.2118 -0.005 0.011 -0.001 0.0937
C 3.3820 -0.0539 -9.6330 -0.007 0.010 0.005 -0.0810
C 3.7360 1.1024 -10.3098 0.004 0.000 -0.003 -0.0776
C 2.9934 2.2535 -10.0895 0.010 -0.024 0.010 -0.1601
N 1.9521 2.3103 -9.2626 -0.012 0.011 -0.014 0.0530
C 1.6204 1.1906 -8.6237 0.004 0.008 -0.004 -0.1593
C 2.2999 -0.0101 -8.7692 0.004 -0.008 0.020 -0.0687
H 3.9391 -0.9710 -9.7756 -0.001 0.001 -0.001 0.1044
H 4.5723 1.1183 -10.9957 -0.002 0.001 0.001 0.0992
H 3.2479 3.1748 -10.6021 -0.004 0.001 0.003 0.1011
H 0.7678 1.2544 -7.9570 -0.009 -0.002 -0.021 0.0853
H 1.9858 -0.8812 -8.2099 -0.002 0.002 -0.001 0.1009
```
Forces are in eV/Å.


No. 2
Formula: C4HBiLiO5
Source: OMol25
Level of theory: ωB97M-V/def2-TZVPD

Net charge: +2
Multiplicity: 2
Kohn-Sham gap (alpha / beta) (eV): 8.446 / 6.709
<S²>: 1.77

The geometry in XYZ format:
```
12
Properties=species:S:1:pos:R:3:forces:R:3:lowdin_charge:R:1
O 2.4800 -0.8087 0.2579 -0.910 -1.469 -1.137 -0.1221
O 0.4687 -0.2113 -0.6182 0.786 -0.825 -0.290 0.0134
O 1.9534 1.2945 -0.0102 -1.257 0.529 -1.513 -0.1549
C -1.4498 -1.4623 -0.2581 -3.950 0.432 1.754 -0.1358
C -0.0792 -1.4927 -0.4993 0.573 2.001 -0.431 0.2607
C 1.7063 0.0693 -0.1920 -2.497 -0.436 1.066 -0.7675
H -1.9841 -2.4219 -0.2899 0.209 0.172 0.007 0.1572
Bi 3.7925 0.7227 0.7569 4.745 1.402 2.114 1.8832
O -1.6440 2.0120 0.5092 -1.885 -1.093 3.143 -0.0742
C -2.2374 1.5301 1.4021 1.967 2.317 -2.673 0.1726
O -2.1162 -0.4013 0.0850 2.922 -3.325 -2.327 -0.0438
Li -0.8900 1.1696 -1.1434 -0.704 0.294 0.286 0.8112
```
Forces are in eV/Å.


No. 3
Formula: C4H9N4O2
Source: OMol25
Level of theory: ωB97M-V/def2-TZVPD

Relative energy (zero: lowest compared OMol25 entry of this formula, charge and spin) (eV): 5.678
Net charge: +1
Multiplicity: 3
Kohn-Sham gap (alpha / beta) (eV): 5.278 / 8.293
<S²>: 2.01

The geometry in XYZ format:
```
19
Properties=species:S:1:pos:R:3:forces:R:3:lowdin_charge:R:1
C 1.3387 0.3862 -0.5170 2.841 1.719 -1.937 -0.0504
C -0.7658 -2.0955 0.9414 -0.575 -8.827 2.485 -0.0932
C -0.3232 0.2195 1.2777 1.176 0.733 -1.806 -0.4151
C -1.3831 1.2228 1.1633 -1.917 2.183 -0.207 -0.0359
N 0.6518 -0.1702 -1.5282 -3.417 -1.823 2.453 0.1412
N 0.9479 0.6830 0.6887 0.109 -0.997 -1.743 0.1383
N 1.0040 0.0596 -2.9371 0.047 0.011 0.265 -0.4019
N -0.6789 -0.9402 0.5705 0.786 7.004 0.853 -0.0161
O 1.8920 0.8222 -3.1109 0.898 0.543 0.183 0.1491
O 0.3345 -0.5134 -3.7203 -0.672 -0.591 0.015 0.1803
H 1.5625 1.2348 1.2282 0.898 0.534 0.705 0.1558
H 2.4248 0.7484 -0.8266 -2.477 -0.613 0.597 0.2134
H -1.0553 -2.8247 0.1970 -0.260 -0.657 0.248 0.0884
H -0.5742 -2.4559 2.0210 -0.142 0.613 -1.657 0.1474
H -0.0264 0.1026 2.3116 -0.391 -1.048 0.413 0.1732
H -1.9369 1.0514 0.1456 1.033 0.953 1.918 0.1274
H -1.0169 2.3531 1.3731 -1.127 -2.727 -0.525 0.1494
H -2.0478 0.8269 1.9739 -0.187 1.158 -0.764 0.1076
H -0.3480 -0.7110 -1.2519 3.377 1.832 -1.496 0.2412
```
Forces are in eV/Å.


No. 4
Formula: C6H7NO
Source: OMol25
Level of theory: ωB97M-V/def2-TZVPD

Relative energy (zero: lowest compared OMol25 entry of this formula, charge and spin) (eV): 4.389
Kohn-Sham gap (eV): 9.387

The geometry in XYZ format:
```
15
Properties=species:S:1:pos:R:3:forces:R:3:lowdin_charge:R:1
C 0.5864 1.7078 0.9446 -0.133 0.703 -0.525 -0.1555
C -0.3941 -1.5193 0.1855 -0.050 -0.894 -1.466 -0.0690
C 0.2792 -1.3999 -0.9622 -0.164 -0.995 1.321 -0.0886
C 0.6621 -0.0568 -1.3189 -0.099 1.585 2.575 -0.1182
C -1.1772 -1.7766 1.1843 -0.006 0.041 0.175 0.0415
O 0.8134 0.4362 0.4118 0.541 -0.718 -2.021 -0.2240
C -0.3888 0.8326 -1.7093 -0.605 0.665 -0.443 -0.2089
N -1.2339 1.5538 -2.0119 0.265 -0.207 0.119 0.1848
H 0.8300 -2.2278 -1.3857 -0.067 -0.114 0.075 0.1120
H 1.5622 0.0552 -1.9256 0.018 0.136 0.442 0.1420
H -0.2768 2.2173 0.4931 0.105 -0.034 -0.128 0.0709
H 0.3208 1.5834 2.0011 0.187 -0.221 -0.097 0.0907
H 1.4669 2.3567 0.8687 -0.074 0.004 0.057 0.0790
H -2.1823 -2.1424 1.0157 -0.068 0.209 -0.096 0.0724
H -0.8680 -1.6202 2.2087 0.152 -0.161 0.013 0.0711
```
Forces are in eV/Å.


No. 5
Formula: C3H4OS2
Source: OMol25
Level of theory: ωB97M-V/def2-TZVPD

Relative energy (zero: lowest compared OMol25 entry of this formula, charge and spin) (eV): 2.240
Kohn-Sham gap (eV): 8.380
SMILES: S=C(S)[C@@H]1CO1

The geometry in XYZ format:
```
10
Properties=species:S:1:pos:R:3:forces:R:3:lowdin_charge:R:1
S -0.9714 1.9112 -0.2530 0.190 -0.343 0.418 0.6773
C -0.9545 0.2767 -0.1509 2.119 1.213 -1.679 -1.1914
S -2.3311 -0.6697 -0.2148 -1.701 -0.469 0.526 0.8144
C 0.3312 -0.5315 -0.2887 0.545 1.278 0.959 -0.3611
C 1.5149 -0.0154 0.4271 1.542 -0.644 1.032 -0.1691
O 1.5084 -0.0181 -0.9660 -1.343 0.223 -0.360 -0.0333
H -3.1500 0.4029 0.0154 0.182 -0.667 -0.197 -0.0846
H 0.2556 -1.5907 -0.3628 -0.293 -0.695 -0.114 0.1181
H 2.2476 -0.7270 0.8719 -0.719 0.320 -0.275 0.1235
H 1.5494 0.9614 0.9217 -0.521 -0.216 -0.311 0.1061
```
Forces are in eV/Å.


No. 6
Formula: C4H10NO3
Source: OMol25
Level of theory: ωB97M-V/def2-TZVPD

Relative energy (zero: lowest compared OMol25 entry of this formula, charge and spin) (eV): 2.973
Net charge: -1
Kohn-Sham gap (eV): 7.175

The geometry in XYZ format:
```
18
Properties=species:S:1:pos:R:3:forces:R:3:lowdin_charge:R:1
C 1.2399 -0.7349 0.9188 -2.237 1.253 -1.255 -0.4043
O 1.7351 0.3867 1.4511 0.722 -0.564 0.724 -0.3187
C -0.3686 -0.4178 0.5573 1.007 -1.501 0.526 -0.3980
C -0.8806 -1.1175 -0.7143 -0.512 -0.099 -0.117 -0.1532
C -2.1990 -0.4928 -1.1485 1.502 0.409 0.880 -0.3066
O -2.3201 0.2013 -2.1268 -0.603 -0.377 -0.116 0.0159
N -0.6971 0.9481 0.4368 -0.751 2.226 -0.437 0.0250
H 1.6884 -0.9463 -0.0849 0.104 -0.547 0.217 0.0821
H 1.1354 -1.6730 1.5309 0.641 0.330 -0.092 0.0819
H -0.9140 -0.7937 1.4251 -0.215 -0.093 0.095 0.1144
H -0.1644 -0.9477 -1.5089 0.239 -0.169 -0.333 0.1008
H -1.0566 -2.1938 -0.5622 0.319 0.171 0.021 0.1116
H -2.9615 -0.6078 -0.3542 -0.561 0.031 -0.373 0.1132
H -0.2676 1.4408 -0.3398 0.052 -0.490 -0.267 0.0715
H -0.4543 1.5610 1.2044 0.361 -0.725 0.444 0.0804
H 1.7727 1.7939 -0.8530 0.051 0.556 -0.567 -0.0261
H 2.3073 1.3952 0.4162 0.083 0.813 0.533 -0.0080
O 2.4049 2.1983 -0.2480 -0.202 -1.224 0.116 -0.1818
```
Forces are in eV/Å.


Sequential strongest force on any atom output: 0.43, 5.38, 9.19, 3.03, 2.96, 2.85 eV/Å